# 1
Density functional theory data (ωB97M-V with the def2-TZVPD basis set) for C30H41ClHgN3O4 as an isolated structure in a non-equilibrium geometry.

The geometry in ORCA input format:
```
! RIJCOSX wB97M-V def2-TZVPD def2/J DEFGRID3
* xyz -1 1
C -0.39 -4.92 -0.20
C 0.63 1.53 -4.39
H -2.11 0.72 3.06
H -2.58 1.69 5.03
N 0.61 -4.02 -0.74
H 3.57 1.32 -3.03
H -5.22 0.58 -2.51
C -3.11 0.94 -1.93
H -1.17 5.37 -0.78
H -0.04 -0.64 6.30
C 1.87 3.52 3.91
H -0.82 3.69 -6.58
H 3.72 2.93 -2.24
H -4.45 2.05 -3.10
H -3.10 0.35 6.05
H -2.42 1.65 -2.42
C 4.01 1.87 -2.20
H -0.10 -1.62 4.78
C -0.32 2.28 0.48
N 3.54 1.30 -0.94
C 1.21 1.77 2.39
C -0.69 -1.08 5.53
H 4.82 2.49 0.20
H 5.11 1.80 -2.27
H 2.25 -3.78 -2.00
C -2.40 -1.48 -1.86
C -0.90 3.23 -0.32
H 2.41 3.83 4.81
C 0.27 4.25 -4.81
C 1.20 4.46 3.13
H 3.09 2.89 0.37
H 2.42 1.42 4.14
C 2.96 0.08 -0.85
C -0.76 4.63 -0.08
C -2.22 0.87 5.65
C -1.34 0.05 3.50
Hg -1.00 0.21 0.12
H 0.30 5.33 -5.05
H -1.40 -1.77 6.00
O -0.53 -0.57 2.80
H -2.61 -2.23 -1.09
H 0.66 -0.61 -4.94
H 3.73 1.41 1.14
H -1.51 2.91 -1.16
C 1.23 0.18 -4.41
C -4.52 1.38 -2.22
O 2.20 -0.14 -3.74
O 2.46 -0.38 0.19
C -0.08 5.03 1.07
C -0.12 1.95 -5.49
C 1.66 -4.59 -1.56
C 0.47 2.67 1.59
Cl -3.45 -0.03 1.29
H -0.01 6.09 1.34
H -1.63 1.27 6.47
H -3.11 -1.65 -2.69
H -4.98 2.01 -1.43
H -1.41 -1.68 -2.31
N -1.41 -0.03 4.84
C 1.00 2.45 -3.39
H 1.47 -2.15 -0.87
H 1.21 5.51 3.41
C 0.65 -2.72 -0.40
H -0.49 1.21 -6.20
C -2.58 -0.11 -1.29
H 1.22 -5.20 -2.37
H 0.03 -5.56 0.59
C -0.30 3.32 -5.70
C 3.81 2.06 0.26
O -0.18 -2.19 0.37
H 1.24 0.74 2.07
C 0.84 3.81 -3.61
H -0.75 -5.59 -0.99
H 1.19 4.51 -2.86
C 0.52 4.09 1.94
H 2.94 -0.47 -1.80
H -1.23 -4.34 0.21
H 1.45 2.07 -2.47
H 2.31 -5.24 -0.96
C 1.88 2.16 3.54
*
```

Computed properties:
- Gap between HOMO and LUMO: 4.0 eV
- E_tot: -61129.6652 eV
- HOMO: -2.15 eV

=====

# 2
Density functional theory data (ωB97M-V with the def2-TZVPD basis set) for C30H41N3O3P2Pb as an isolated structure in a non-equilibrium geometry.

The geometry in ORCA input format:
```
! RIJCOSX wB97M-V def2-TZVPD def2/J DEFGRID3
* xyz 0 1
C 1.55 1.72 3.35
N 0.11 2.31 1.48
H 4.48 2.90 5.63
H 0.07 3.50 -6.86
N -0.37 -0.17 -3.19
C 3.92 -2.27 -2.82
C -0.14 3.09 -4.76
H -4.95 -1.47 -1.77
H 5.00 -2.11 -2.66
C 1.36 2.79 4.24
O 1.28 -0.89 1.78
H 4.11 0.82 -2.88
C -2.06 1.64 3.15
O -0.84 2.38 -0.65
H -3.28 0.60 0.66
C -0.31 2.12 -3.78
H -0.47 2.39 -2.73
H 2.91 0.23 2.63
Pb -0.15 -1.32 -1.48
C -0.27 0.71 -4.13
C 2.42 3.22 5.05
C -0.80 -0.20 4.07
H 0.81 -4.52 -0.45
H -1.85 -1.52 5.41
H 5.01 -1.08 -0.60
O -2.08 -3.34 -0.43
H -0.76 -2.36 1.83
H -2.13 2.54 2.54
C -0.87 0.92 3.25
C -3.20 1.21 3.86
H -0.19 3.30 1.70
H 2.27 4.06 5.73
H 2.43 1.25 -2.39
C -0.23 -4.90 -0.33
C 3.84 1.50 4.11
C -1.22 -3.92 0.26
C -0.02 1.38 -6.47
H -3.92 -1.66 -3.26
H 2.69 0.29 -3.86
C 3.67 2.57 4.99
H -4.00 -0.26 5.23
H -4.13 1.77 3.76
H -3.05 -1.19 0.90
H -0.52 -5.38 -1.30
C -3.13 0.07 4.68
H -1.63 -3.91 2.38
H 0.20 -3.72 1.92
H 3.66 -3.29 -2.49
C 3.06 0.47 -2.84
C -3.97 -1.75 -2.16
H -0.08 4.13 -4.44
H 3.68 -2.20 -3.89
H -0.17 -5.64 0.49
H -4.45 1.08 -1.95
N 0.14 0.44 0.27
C -0.84 -3.45 1.67
C -0.03 2.71 -6.10
H 0.15 -0.75 4.13
H 0.38 3.29 4.31
C 0.68 0.13 1.49
H 0.13 1.10 -7.52
C -1.92 -0.63 4.78
H -0.21 -0.68 -5.80
C -3.49 -0.41 0.26
C 3.98 -0.73 -0.41
C -0.25 1.78 0.27
P -2.84 -0.54 -1.43
H -2.80 1.83 -1.68
H -4.57 -0.57 0.14
H 4.79 0.98 4.04
H -3.17 0.97 -3.24
C -3.37 1.02 -2.16
C 2.78 1.09 3.30
P 2.89 -1.09 -1.85
H 0.17 -2.40 -0.34
H -3.70 -2.78 -1.85
C 0.38 1.33 2.45
C -0.18 0.37 -5.54
H 3.99 0.35 -0.19
H 3.57 -1.25 0.46
*
```

Computed properties:
- Gap between HOMO and LUMO (alpha / beta): 5.0 / 5.0 eV
- E_tot: -66209.6821 eV
- HOMO (alpha / beta): -5.68 / -5.68 eV
- Energy above the lowest of the compared OMol25 structures with the same formula, charge and spin: 0.0 kJ/mol

=====

# 3
Density functional theory data (ωB97M-V with the def2-TZVPD basis set) for a 2-piece molecular cluster, C30H41Si overall in a non-equilibrium geometry.

The geometry in ORCA input format:
```
! RIJCOSX wB97M-V def2-TZVPD def2/J DEFGRID3
* xyz 1 1
C 2.67 1.39 6.07
H 2.35 -1.39 5.20
C -2.99 -1.59 7.85
H 4.30 1.84 0.61
H -1.43 3.81 8.09
C 3.97 1.64 5.24
C -0.12 3.25 4.47
C -0.22 2.55 6.82
H 0.16 0.54 7.55
C 3.14 -0.54 -0.07
H -2.58 -3.32 4.38
H 5.29 0.23 6.28
H -1.23 5.04 3.99
C -2.14 5.78 6.40
C 4.43 1.67 2.74
H -0.44 -3.41 3.92
H -1.52 6.68 6.33
H -1.81 0.01 7.03
C 0.34 -2.65 4.09
H 3.98 2.73 5.08
H 5.97 2.84 3.72
C 5.27 2.91 2.88
H 6.13 1.49 5.38
C -2.68 -2.84 5.36
H 5.84 3.05 1.95
C 0.06 1.57 7.92
C -1.35 4.57 6.09
H 2.60 2.23 6.78
H -2.96 5.89 5.69
H -3.10 -1.10 8.82
H 3.70 0.03 -0.82
C -3.44 -3.46 6.35
C -0.92 4.34 4.78
H -0.17 0.19 2.51
H -2.53 5.71 7.41
H 0.92 -2.47 3.17
H 1.00 -2.94 4.92
H -1.65 -0.81 2.43
H -4.14 -3.35 8.39
C -1.07 -0.13 3.06
H 3.41 -1.60 -0.18
C -1.02 3.65 7.09
C 0.29 3.08 3.03
H 1.12 3.76 2.77
H -0.54 3.31 2.36
C 1.31 1.27 5.27
H 3.67 -2.31 4.55
H -0.77 1.56 8.65
H 3.99 -1.05 5.76
C 0.32 2.40 5.52
C -1.99 -1.65 5.65
H 1.59 1.25 4.22
H 2.76 -1.81 2.35
H 0.98 1.81 8.47
C 3.48 -0.03 1.30
C 3.53 -0.35 3.72
C -3.58 -2.85 7.61
H 2.07 -0.44 -0.30
H 4.62 3.79 3.01
H -3.90 -4.42 6.15
H 0.60 2.06 2.80
H -1.67 0.75 3.34
H 5.34 1.90 6.91
C 5.25 1.29 6.00
C 4.09 1.21 1.47
H 0.77 0.32 5.44
C 3.39 -1.30 4.87
H 2.76 0.49 6.71
C -2.24 -0.97 6.86
Si -0.63 -1.13 4.53
C 3.96 0.98 3.87
C 3.22 -0.81 2.44
*
```

Computed properties:
- Gap between HOMO and LUMO: 5.9 eV
- E_tot: -39646.4917 eV
- HOMO: -10.91 eV

=====

# 4
Density functional theory data (ωB97M-V with the def2-TZVPD basis set) for C30H42BCl3FeN6O as an isolated structure.

The geometry in ORCA input format:
```
! RIJCOSX wB97M-V def2-TZVPD def2/J DEFGRID3
* xyz 1 6
H -1.88 1.64 -3.54
H 5.56 -0.27 -1.10
C -0.51 2.83 -1.43
H -2.87 1.78 3.30
C -1.84 -0.13 3.45
H 0.81 -5.14 -1.66
Cl -2.94 -3.67 -5.70
H 0.48 4.57 -2.38
Fe -0.16 -0.05 -0.11
H -3.51 -1.14 2.56
C 1.48 1.46 3.22
C -2.55 -0.74 2.25
H -3.85 3.18 -0.74
C 0.53 3.70 -1.75
H -2.68 2.15 0.09
H -3.50 1.92 -2.90
H -1.61 4.21 -3.56
C 2.10 -2.23 -0.36
H 2.83 3.12 3.15
H 3.01 4.80 -1.52
H -1.88 5.13 -2.07
C -1.39 -2.08 -4.17
O -1.60 -0.99 -0.68
C 0.22 -3.63 0.55
C -3.35 -3.04 -3.11
C -0.50 0.45 3.09
C 1.20 -4.13 -1.71
C -2.53 -2.87 -4.23
C -2.79 3.05 -0.51
H -0.77 -1.96 -5.04
C -2.18 4.23 -2.62
H -0.58 -3.05 0.10
H 2.70 2.33 4.72
B 2.09 1.32 0.69
H 3.12 1.87 0.94
H 4.49 1.02 -1.66
H -2.41 0.85 -2.04
C 3.53 -0.53 -0.55
H 3.75 3.20 -1.46
H -2.25 1.44 4.91
H 0.46 -3.51 -2.21
C -1.09 -1.46 -2.98
H -1.98 -1.57 1.81
H -3.69 0.59 4.32
H -2.59 -1.64 4.80
N 2.40 -0.09 0.04
H 3.61 1.56 3.42
H -0.14 -4.66 0.63
H 3.33 4.04 0.04
H -1.00 -2.02 4.13
H 3.45 -4.59 -0.21
N 1.27 2.19 -0.32
H 2.12 -5.55 0.43
C 1.50 -3.62 -0.29
H 0.26 1.20 5.03
H 0.40 -3.26 1.56
H -3.23 4.34 -2.88
H -1.15 -0.81 5.41
N 1.25 1.10 1.95
H 2.10 -4.14 -2.32
C -1.97 2.96 -1.80
N 0.02 0.48 1.86
N 1.51 -1.14 0.14
C 3.38 -1.88 -0.81
Cl 0.36 -0.48 -2.92
C -3.02 -2.41 -1.93
H -2.47 3.90 0.10
C 0.39 1.06 3.97
N -0.06 1.91 -0.57
Cl -4.02 -2.61 -0.55
C -2.46 1.76 -2.62
C 1.64 3.25 -1.03
H 2.77 -4.21 1.38
C 2.53 -4.54 0.37
C 4.70 0.35 -0.83
H -4.23 -3.66 -3.17
C -1.88 -1.59 -1.83
C -2.71 0.99 4.03
C -1.63 -1.22 4.51
H -2.74 -0.01 1.46
C 2.73 2.15 3.65
H 4.97 0.95 0.04
H 4.12 -2.54 -1.23
C 3.01 3.85 -0.99
*
```

Computed properties:
- Gap between HOMO and LUMO (alpha / beta): 9.5 / 6.7 eV
- E_tot: -115410.0014 eV
- <S²>: 8.76
- HOMO (alpha / beta): -11.24 / -11.31 eV
- Energy above the lowest of the compared OMol25 structures with the same formula, charge and spin: 0.0 kJ/mol

=====

# 5
Density functional theory data (ωB97M-V with the def2-TZVPD basis set) for a 2-piece molecular cluster, C30H42BNO2S overall in a non-equilibrium geometry.

The geometry in ORCA input format:
```
! RIJCOSX wB97M-V def2-TZVPD def2/J DEFGRID3
* xyz 0 1
O 3.26 -1.64 4.47
N 2.36 4.21 1.68
H 5.76 -3.02 4.56
C -2.49 -0.13 1.36
H 2.32 -2.96 -0.09
H 1.01 2.63 3.36
H 0.90 5.68 1.52
C 5.48 -0.73 4.06
H 1.34 2.02 -0.42
H 5.22 0.66 1.58
C 7.76 -0.40 4.52
C 0.04 0.52 0.33
C 3.18 5.00 0.78
C 1.34 0.93 -0.28
H 4.18 -3.67 5.97
C 3.92 2.38 1.56
B 4.01 -1.09 3.38
H 6.35 -3.58 2.97
H 3.12 4.64 -0.26
C -0.20 -0.83 0.79
H 8.82 -0.24 4.31
H 2.98 -4.13 1.44
C 2.28 0.90 3.30
H 1.66 0.35 4.00
C 2.72 2.95 2.05
H 1.57 -2.58 2.74
O 4.32 -2.07 2.37
H -4.14 2.06 0.56
H 2.41 -3.53 6.14
C 0.81 -1.81 0.81
C 7.26 -0.47 5.81
C 3.22 -3.82 5.47
H 4.58 2.95 0.91
C -1.96 -2.56 1.52
H 3.70 -5.34 2.55
C -2.22 1.19 1.00
H 0.25 4.03 1.76
C 2.04 -1.90 0.01
S 5.53 -0.68 5.78
H 1.91 -1.50 -1.00
C 7.99 -0.35 7.09
C 6.74 -0.57 3.52
H 0.96 -2.78 4.39
H -1.28 -3.06 2.21
H -0.74 2.51 0.14
H -2.84 3.23 0.86
H 4.23 4.94 1.10
H 5.52 -4.72 4.07
H 0.99 4.90 3.13
C 3.87 -4.38 2.04
H 2.88 -1.42 0.51
H 6.97 -0.54 2.46
H 7.92 -1.28 7.66
H 0.50 -2.76 1.24
H -2.96 -2.56 1.98
C 3.47 0.36 2.82
C -1.55 -1.14 1.23
H -2.03 -3.16 0.60
C 4.28 1.08 1.94
H -3.48 -0.38 1.74
H 3.10 -4.89 5.22
C -0.95 1.49 0.47
H -3.57 2.34 2.21
C 3.10 -3.02 4.19
H 7.56 0.46 7.69
C 5.54 -3.68 3.71
H 4.71 -4.52 1.35
H 1.52 0.48 -1.27
C 1.68 -3.17 3.66
H 9.04 -0.13 6.89
C 4.22 -3.31 3.06
H 2.19 0.68 0.38
C 1.06 4.73 2.04
C 1.91 2.20 2.94
C -3.24 2.26 1.16
H 1.43 -4.22 3.45
H 2.85 6.04 0.83
*
```

Computed properties:
- Gap between HOMO and LUMO: 3.4 eV
- E_tot: -48887.4037 eV
- HOMO: -6.21 eV
- Energy above the lowest of the compared OMol25 structures with the same formula, charge and spin: 0.0 kJ/mol

=====

# 6
Density functional theory data (ωB97M-V with the def2-TZVPD basis set) for C30H42ClGeO2PSe3SiV as an isolated structure.

The geometry in ORCA input format:
```
! RIJCOSX wB97M-V def2-TZVPD def2/J DEFGRID3
* xyz 1 3
H 1.07 -4.19 6.78
C -0.35 1.26 -4.59
H 2.74 0.53 -3.35
H 6.31 1.86 -1.62
C -0.89 0.50 -3.39
Se -0.43 -2.18 0.93
H 0.99 -1.56 -5.13
H 5.46 2.62 1.46
C 3.19 3.01 -0.99
H -3.14 2.31 1.59
C -1.28 3.34 1.32
C -1.46 -4.08 3.87
H -0.49 -3.62 -5.45
H -2.17 -4.06 3.05
C 0.36 -4.16 5.97
H -0.84 6.70 1.56
C -0.60 -3.01 4.10
H -0.48 0.06 -1.33
C -2.69 5.65 1.83
H 0.24 -5.21 -5.46
C -0.49 -5.23 5.74
H -3.29 -1.94 1.64
H -1.74 0.38 4.92
H 0.16 1.62 -1.86
C 0.31 -3.05 5.14
C 0.02 0.58 -2.16
P -0.74 -1.57 3.02
C 1.66 -3.60 -5.18
H 2.42 -4.21 -4.70
C -0.54 2.11 1.06
H 5.23 0.90 1.77
H 5.18 0.87 -2.54
H -5.54 -1.02 2.07
C 5.56 1.06 -1.54
Se 2.82 -0.33 -0.29
C -1.33 5.73 1.57
H -4.41 4.40 2.05
C -1.40 -5.19 4.69
H 3.81 3.91 -1.00
C 0.29 -4.23 -4.99
H -2.26 1.65 -5.54
H -2.07 -6.03 4.51
H -1.47 0.18 -6.10
H -0.89 1.76 -6.64
O 0.72 2.07 0.87
C -3.84 0.58 4.52
H 0.63 0.85 -4.89
H 3.89 2.03 2.02
C 1.75 -2.17 -4.64
H -5.89 0.60 3.90
C -4.90 0.19 3.72
C -1.29 1.21 -5.79
C -3.44 -1.25 2.46
H 0.98 -2.21 5.32
C -4.71 -0.72 2.69
H 2.32 -2.71 -2.61
C -2.38 -0.86 3.27
C -2.57 0.06 4.30
C -3.35 4.43 1.84
H 0.04 -4.37 -3.94
Si 4.20 1.58 -0.38
H -0.45 -6.10 6.38
C -0.62 4.57 1.31
Cl -3.57 7.09 2.15
H -0.16 2.30 -4.30
H 0.44 4.61 1.11
H 0.60 -2.47 -2.82
H 2.72 -1.74 -4.92
H -1.88 0.89 -3.14
Se 0.82 -0.10 3.45
C 1.58 -2.09 -3.12
C 4.75 1.80 1.38
Ge 1.75 -0.26 -2.47
H -1.04 -0.55 -3.67
H 1.91 -3.58 -6.25
H 6.06 0.17 -1.17
O -1.13 0.97 1.04
H 2.81 2.86 -2.00
V 0.66 0.04 1.00
H -3.99 1.30 5.32
C -2.64 3.27 1.58
H 2.34 3.19 -0.32
*
```

Computed properties:
- Gap between HOMO and LUMO (alpha / beta): 7.6 / 8.7 eV
- E_tot: -343818.9253 eV
- <S²>: 2.03
- HOMO (alpha / beta): -11.27 / -11.56 eV
- Energy above the lowest of the compared OMol25 structures with the same formula, charge and spin: 0.0 kJ/mol